BrHf as an isolated structure in a non-equilibrium geometry, computed with ωB97M-V/def2-TZVPD.

* multiplicity: 1
* charge: +3
* energy above the lowest of the compared OMol25 structures with the same formula, charge and spin: 0.185 eV
* frontier orbital gap: 9.84 eV
* energy: -71304.491 eV

```
2
Properties=species:S:1:pos:R:3:forces:R:3:lowdin_charge:R:1
Hf -0.0704 -0.4335 0.9927 -0.247 -1.510 3.452 2.07
Br 0.0704 0.4335 -0.9927 0.247 1.510 -3.452 0.93
```
Positions in Å, forces in eV/Å.